(1)
An isolated molecule of C3H6N2O2. Source: the OMol25 dataset; level of theory: the ωB97M-V functional and the def2-TZVPD basis.

Summary:
strongest force on any atom = 4.01 eV/Å
gap between HOMO and LUMO (alpha / beta) = 8.74 / 7.78 eV
E_HOMO (alpha / beta) = -0.2809 / -0.3656 hartree
E_LUMO (alpha / beta) = 1.10 / -2.17 eV
energy above the lowest of the compared OMol25 structures with the same formula, charge and spin = 65.3 kcal per mole

ORCA input file:
```
! wB97M-V def2-TZVPD RIJCOSX def2/J DEFGRID3
* xyz 0 3
C 1.454 -1.019 1.324
C 0.594 -0.532 0.227
C -0.803 1.342 -0.095
N -0.404 -0.994 -1.746
N 0.048 -1.419 -0.634
O 0.101 -1.160 1.642
O 0.487 0.775 0.027
H 2.180 -1.822 1.167
H 2.149 -0.227 1.930
H -0.822 2.322 0.443
H -1.464 0.562 0.319
H -1.042 1.281 -1.183
H -0.807 -1.811 -2.146
*
```

***

(2)
An isolated molecule of C5H7NO. Source: the OMol25 dataset; level of theory: the ωB97M-V functional and the def2-TZVPD basis.

Summary:
strongest force on any atom = 0.47 eV/Å
structure (SMILES) = OCC#C[C@H]1CN1
gap between HOMO and LUMO = 10.20 eV
E_HOMO = -0.3440 hartree
E_LUMO = 0.84 eV
energy above the lowest of the compared OMol25 structures with the same formula, charge and spin = 76.7 kcal per mole

ORCA input file:
```
! wB97M-V def2-TZVPD RIJCOSX def2/J DEFGRID3
* xyz 0 1
O 2.857 -0.891 1.356
C 2.540 -0.199 0.166
C 1.113 0.140 0.049
C -0.059 0.429 0.012
C -1.475 0.729 -0.018
C -2.319 0.075 -1.053
N -2.441 -0.315 0.342
H 2.517 -0.376 2.098
H 3.131 0.724 0.063
H 2.832 -0.863 -0.653
H -1.754 1.719 0.335
H -1.813 -0.592 -1.747
H -3.172 0.610 -1.463
H -1.957 -1.192 0.514
*
```

***

(3)
A structure of composition C4H8O4. Source: the OMol25 dataset; level of theory: the ωB97M-V functional and the def2-TZVPD basis.

Summary:
strongest force on any atom = 0.50 eV/Å
gap between HOMO and LUMO = 8.93 eV
E_HOMO = -0.3273 hartree
E_LUMO = 0.02 eV
energy above the lowest of the compared OMol25 structures with the same formula, charge and spin = 135.2 kcal per mole

ORCA input file:
```
! wB97M-V def2-TZVPD RIJCOSX def2/J DEFGRID3
* xyz 0 1
C -1.086 -1.073 0.865
O -1.312 -0.774 2.140
O -0.207 -1.950 0.578
O -2.140 -0.871 0.053
H -1.921 -1.219 -0.824
H -1.986 -0.082 2.215
H 0.813 -1.431 0.588
H -0.106 0.257 0.517
C 1.027 0.651 0.481
C 1.309 1.063 -0.941
C 0.394 1.087 -1.901
O 1.397 1.337 1.440
H 1.505 -0.610 0.522
H 2.328 1.392 -1.117
H 0.623 1.421 -2.906
H -0.636 0.800 -1.711
*
```

***

(4)
A structure of composition C19H27F6MnN4O3PS. Source: the OMol25 dataset; level of theory: the ωB97M-V functional and the def2-TZVPD basis.

Summary:
strongest force on any atom = 2.00 eV/Å
gap between HOMO and LUMO (alpha / beta) = 6.02 / 4.44 eV
E_HOMO (alpha / beta) = -0.2752 / -0.2723 hartree
E_LUMO (alpha / beta) = -1.47 / -2.97 eV
energy above the lowest of the compared OMol25 structures with the same formula, charge and spin = 29.1 kcal per mole

ORCA input file:
```
! wB97M-V def2-TZVPD RIJCOSX def2/J DEFGRID3
* xyz 0 6
Mn -0.860 0.185 0.683
C -4.758 0.751 2.450
C -3.281 0.927 2.199
O -2.645 -0.009 1.648
C -2.711 2.150 2.612
C -1.357 2.468 2.528
C -0.841 3.773 3.042
N -0.487 1.603 2.005
N 0.806 1.902 2.155
C 1.623 1.051 1.546
O 1.182 0.075 0.857
C 3.068 1.266 1.698
C 3.946 0.617 0.831
C 5.310 0.790 0.967
C 5.807 1.598 1.978
C 4.937 2.265 2.829
C 3.572 2.105 2.691
H -5.034 1.110 3.439
H -5.295 1.342 1.709
H -5.041 -0.293 2.340
H -3.371 2.878 3.056
H -1.660 4.434 3.302
H -0.227 4.226 2.262
H -0.199 3.611 3.907
H 3.533 0.002 0.046
H 5.988 0.295 0.287
H 6.873 1.707 2.107
H 5.329 2.911 3.600
H 2.879 2.615 3.340
C 1.916 -2.654 -0.996
N 1.528 -2.318 -2.333
C 1.330 -3.301 -3.380
C 0.650 -2.485 -4.493
N 0.940 -1.122 -4.085
C 1.346 -1.078 -2.796
S 1.732 0.321 -1.980
H 1.408 -3.570 -0.694
H 1.597 -1.848 -0.332
H 2.997 -2.802 -0.915
H 0.717 -4.132 -3.027
H 2.299 -3.708 -3.703
H -0.429 -2.675 -4.534
H 1.078 -2.691 -5.477
H 0.470 -0.332 -4.492
C -2.193 -2.569 -1.918
C -2.150 -2.081 -0.465
C -2.192 -3.243 0.540
O -1.029 -1.311 -0.257
H -3.125 -3.091 -2.120
H -1.352 -3.233 -2.102
H -2.117 -1.702 -2.572
H -3.038 -1.444 -0.292
H -1.371 -3.931 0.356
H -3.136 -3.776 0.472
H -2.087 -2.831 1.542
F -0.576 2.144 -0.677
P -1.855 2.216 -1.772
F -2.607 1.112 -0.762
F -1.039 3.242 -2.672
F -1.195 0.952 -2.546
F -3.112 2.195 -2.752
F -2.488 3.392 -0.882
*
```

***

(5)
A structure of composition C15H26N3O3S. Source: the OMol25 dataset; level of theory: the ωB97M-V functional and the def2-TZVPD basis.

Summary:
strongest force on any atom = 5.98 eV/Å
gap between HOMO and LUMO = 7.22 eV
E_HOMO = -0.3734 hartree
E_LUMO = -2.94 eV
energy above the lowest of the compared OMol25 structures with the same formula, charge and spin = 198.8 kcal per mole

ORCA input file:
```
! wB97M-V def2-TZVPD RIJCOSX def2/J DEFGRID3
* xyz 1 1
C -1.516 2.114 1.110
C -1.664 1.401 -0.324
O -0.304 1.364 -0.908
C -2.586 2.186 -1.381
C -3.978 2.716 -0.799
C -4.325 4.222 -1.091
C -5.663 4.866 -0.539
C -6.637 3.981 0.321
C -6.262 2.475 0.598
N -6.954 1.458 1.371
S -6.031 -0.001 1.289
N -4.658 0.412 0.324
C -4.946 1.800 0.051
H -2.320 2.888 1.352
H -0.485 2.613 1.272
H -1.575 1.273 1.906
H -2.007 0.298 -0.257
H -0.018 2.312 -0.840
H -2.049 3.069 -1.907
H -2.849 1.425 -2.215
H -3.567 4.836 -1.705
H -5.947 5.949 -0.753
H -7.603 4.411 0.758
C 0.987 -1.479 -1.909
O 1.593 -2.705 -2.304
C 2.960 -2.860 -1.972
C 3.143 -3.427 -0.566
N 2.828 -2.427 0.512
C 3.706 -1.214 0.644
C 5.136 -1.555 1.060
O 5.224 -1.919 2.426
C 4.942 -3.275 2.735
H 0.243 -1.198 -2.659
H 0.460 -1.632 -0.964
H 1.714 -0.668 -1.806
H 3.525 -1.937 -2.142
H 3.358 -3.598 -2.674
H 4.163 -3.778 -0.403
H 2.453 -4.258 -0.401
H 2.806 -2.911 1.415
H 1.857 -2.121 0.389
H 3.229 -0.592 1.405
H 3.682 -0.685 -0.309
H 5.730 -0.642 0.953
H 5.606 -2.304 0.415
H 5.123 -3.944 1.889
H 3.901 -3.358 3.066
H 5.576 -3.579 3.568
*
```

***

(6)
A cluster of 2 separate species, C9H9N3O2 in total. Source: the OMol25 dataset; level of theory: the ωB97M-V functional and the def2-TZVPD basis.

Summary:
strongest force on any atom = 5.77 eV/Å
structure (SMILES) = O=c1cc[nH]c(=O)[nH]1.c1ccncc1
gap between HOMO and LUMO = 9.70 eV
E_HOMO = -0.3338 hartree
E_LUMO = 0.61 eV
energy above the lowest of the compared OMol25 structures with the same formula, charge and spin = 78.2 kcal per mole

ORCA input file:
```
! wB97M-V def2-TZVPD RIJCOSX def2/J DEFGRID3
* xyz 0 1
O 0.430 -0.617 -4.113
C -0.435 -0.680 -3.289
C -1.952 -0.890 -3.456
C -2.771 -0.814 -2.465
N -2.283 -0.577 -1.199
C -1.112 0.074 -0.992
O -0.821 0.645 -0.018
N -0.142 -0.308 -2.011
H -2.425 -0.901 -4.539
H -3.871 -0.700 -2.582
H -2.994 -0.590 -0.392
H 0.786 0.151 -1.834
C 2.574 1.022 2.780
C 2.574 -0.181 2.113
C 1.427 -0.644 1.484
N 0.177 -0.157 1.795
C 0.244 0.828 2.603
C 1.313 1.589 3.104
H 3.521 1.192 3.340
H 3.561 -0.602 2.001
H 1.614 -1.469 0.759
H -0.552 1.309 3.061
H 1.137 2.320 3.850
*
```

***

(7)
A structure of composition C4H6N2. Source: the OMol25 dataset; level of theory: the ωB97M-V functional and the def2-TZVPD basis.

Summary:
strongest force on any atom = 3.16 eV/Å
gap between HOMO and LUMO = 10.05 eV
E_HOMO = -0.3310 hartree
E_LUMO = 1.04 eV
energy above the lowest of the compared OMol25 structures with the same formula, charge and spin = 91.1 kcal per mole

ORCA input file:
```
! wB97M-V def2-TZVPD RIJCOSX def2/J DEFGRID3
* xyz 0 1
C 1.591 -0.402 -1.049
C 0.353 0.126 -0.302
C -0.427 1.197 -0.139
N -1.565 0.930 1.041
N -1.514 -0.354 1.402
C -0.585 -1.062 0.930
H 1.417 -1.451 -1.324
H 1.900 0.113 -1.975
H 2.474 -0.400 -0.394
H -0.563 2.236 -0.449
H -2.566 1.108 0.849
H -0.487 -2.066 1.436
*
```

***

| no. | E (Ha) |
| --- | --- |
| 1 | -377.668931 |
| 2 | -324.602203 |
| 3 | -458.017663 |
| 4 | -3674.931885 |
| 5 | -1374.837994 |
| 6 | -663.044622 |
| 7 | -265.390461 |